Record 1
This record from the Open Molecules 2025 dataset describes one molecule with the formula C4H7N3O. The level of theory is ωB97M-V/def2-TZVPD.

Cartesian coordinates (Å):
H1 1.892 -1.521 -1.255
N1 1.865 -0.538 -0.866
C1 0.640 -0.352 -0.454
C2 -0.013 0.835 0.202
C3 0.753 2.109 0.181
C4 -1.257 0.400 0.536
N2 -1.589 -0.769 -0.152
N3 -0.399 -1.270 -0.744
O1 -0.287 -2.742 -0.352
H2 0.895 2.595 -0.788
H3 0.220 2.784 0.806
H4 1.839 1.911 0.584
H5 -2.073 0.713 1.190
H6 -2.181 -1.482 0.303
H7 -0.304 -2.672 0.808

Output
Energy relative to the best compared isomer or geometry (same formula, charge and spin) ... 480.2 kJ/mol
HOMO-LUMO gap ... 8.34 eV
Charge ... 0
E_HOMO ... -8.13 eV



Record 2
This record from the Open Molecules 2025 dataset describes one molecule with the formula C4H7N3O. The level of theory is ωB97M-V/def2-TZVPD.

Cartesian coordinates (Å):
H1 -1.428 2.513 -0.791
N1 -1.224 2.014 0.087
C1 -0.651 0.913 -0.181
N2 -0.214 0.342 -1.463
O1 0.913 -0.545 -1.185
C2 1.250 -0.211 0.232
C3 0.964 -0.648 1.656
C4 -0.194 -0.260 0.763
N3 -0.814 -1.519 0.392
H2 0.189 1.023 -2.164
H3 1.757 0.757 0.224
H4 0.986 -1.644 1.987
H5 1.223 0.229 2.305
H6 -1.799 -1.397 0.589
H7 -0.682 -1.751 -0.602

Output
Energy relative to the best compared isomer or geometry (same formula, charge and spin) ... 654.1 kJ/mol
HOMO-LUMO gap ... 9.95 eV
Charge ... 0
E_HOMO ... -9.10 eV



Record 3
This record from the Open Molecules 2025 dataset describes one molecule with the formula C4H7N3O. The level of theory is ωB97M-V/def2-TZVPD.

Cartesian coordinates (Å):
C1 -0.235 -1.373 0.188
C2 -1.976 0.135 0.062
C3 0.779 -2.383 -0.109
C4 1.104 1.963 0.061
N1 -1.411 -1.114 0.170
N2 -1.067 1.066 -0.369
N3 0.288 0.956 -0.550
O1 -3.135 0.324 0.307
H1 1.348 -2.566 0.840
H2 1.321 -2.204 -0.968
H3 0.292 -3.277 -0.354
H4 1.011 2.959 -0.423
H5 0.963 2.174 1.162
H6 2.068 1.394 0.088
H7 -1.351 1.947 -0.104

Output
Energy relative to the best compared isomer or geometry (same formula, charge and spin) ... 489.8 kJ/mol
HOMO-LUMO gap (alpha / beta) ... 8.28 / 7.03 eV
Charge ... 0
E_HOMO (alpha / beta) ... -8.08 / -7.11 eV



Record 4
This record from the Open Molecules 2025 dataset describes C4H7N3O as an isolated structure. The level of theory is ωB97M-V/def2-TZVPD.

Cartesian coordinates (Å):
C1 0.473 1.079 -1.434
C2 -0.394 2.049 -1.046
C3 -0.828 0.230 0.210
C4 0.859 -1.346 -0.701
N1 -0.423 -0.514 1.852
N2 0.193 -0.026 -0.631
N3 -1.158 -0.029 2.796
O1 -1.157 1.489 -0.018
H1 1.175 0.963 -2.341
H2 -0.775 2.912 -1.364
H3 1.785 -1.160 -0.117
H4 0.183 -2.008 -0.141
H5 0.999 -1.621 -1.770
H6 -2.184 -0.077 3.003
H7 -0.944 0.991 2.938

Output
Energy relative to the best compared isomer or geometry (same formula, charge and spin) ... 591.2 kJ/mol
HOMO-LUMO gap ... 7.88 eV
Charge ... 0
E_HOMO ... -7.12 eV



Record 5
This record from the Open Molecules 2025 dataset describes one molecule with the formula C4H7N3O. The level of theory is ωB97M-V/def2-TZVPD.

Cartesian coordinates (Å):
N1 -0.925 -0.284 2.267
C1 -0.265 0.214 1.112
C2 0.621 1.214 0.888
O1 1.205 1.222 -0.430
C3 0.481 0.215 -1.003
N2 0.926 -0.262 -2.291
C4 -0.442 -0.390 -0.129
N3 -1.344 -1.380 -0.384
H1 -0.627 -0.105 3.220
H2 -1.933 -0.144 2.174
H3 1.055 1.967 1.535
H4 1.523 -1.048 -2.100
H5 0.171 -0.582 -2.910
H6 -1.243 -1.889 -1.247
H7 -1.562 -2.004 0.418

Output
Energy relative to the best compared isomer or geometry (same formula, charge and spin) ... 174.0 kJ/mol
HOMO-LUMO gap ... 8.12 eV
Charge ... 0
E_HOMO ... -7.25 eV



Record 6
This record from the Open Molecules 2025 dataset describes a 2-piece molecular cluster, C4H7N3O3 overall. The level of theory is ωB97M-V/def2-TZVPD.

Cartesian coordinates (Å):
N1 2.040 0.142 -2.136
C1 1.374 -1.431 -2.093
O1 2.096 -2.322 -1.658
C2 -0.062 -1.461 -1.815
C3 -0.821 -2.111 -0.889
N2 -2.145 -1.809 -1.078
C4 -2.138 -0.922 -2.049
N3 -3.183 -0.323 -2.625
O2 -0.919 -0.624 -2.504
H1 1.436 0.955 -2.165
H2 3.029 0.172 -1.920
H3 -0.471 -2.688 -0.036
H4 -4.108 -0.456 -2.246
H5 -3.067 0.231 -3.461
O3 1.765 -1.250 -4.414
H6 2.164 -0.246 -3.866
H7 2.520 -1.845 -4.485

Output
Energy relative to the best compared isomer or geometry (same formula, charge and spin) ... 266.9 kJ/mol
HOMO-LUMO gap ... 9.13 eV
Charge ... 0
E_HOMO ... -8.61 eV